No. 1
The following is a quantum chemistry calculation of a structure of composition C28H42F4GeMoN4O3S2 at a distorted geometry, from the OMol25 dataset.

Each line ends with the Mulliken spin population.
CARTESIAN COORDINATES (ANGSTROEM)
Mo: 0.622 0.981 0.631  0.98
C: 2.324 0.498 -3.566  0.00
C: 1.569 0.305 -2.253  0.01
N: 2.284 0.732 -1.007  -0.03
C: 3.393 -0.222 -0.700  -0.03
C: 3.001 -1.294 0.307  0.04
C: 2.868 2.085 -1.143  0.02
C: 1.778 3.136 -1.307  -0.02
N: 0.518 2.640 -0.767  0.04
C: -0.606 3.286 -1.164  0.01
C: -1.832 2.633 -0.939  0.03
F: -1.737 1.422 -0.373  -0.02
C: -3.050 3.145 -1.307  -0.01
F: -4.156 2.457 -1.058  0.00
C: -3.128 4.370 -1.949  0.04
C: -1.945 5.047 -2.195  -0.01
F: -1.979 6.216 -2.816  0.00
C: -0.718 4.543 -1.811  0.03
F: 0.348 5.299 -2.050  0.00
H: 1.753 0.013 -4.357  0.00
H: 3.317 0.051 -3.554  0.00
H: 2.424 1.548 -3.839  0.00
H: 1.309 -0.745 -2.121  0.00
H: 0.630 0.856 -2.322  0.01
H: 4.235 0.341 -0.299  0.00
H: 3.726 -0.696 -1.624  0.00
H: 3.028 -0.895 1.319  -0.01
H: 3.708 -2.121 0.264  0.00
H: 2.006 -1.683 0.086  -0.02
H: 3.562 2.124 -1.985  0.00
H: 3.439 2.294 -0.245  0.00
H: 1.650 3.372 -2.364  0.00
H: 2.085 4.057 -0.802  0.00
H: -4.082 4.795 -2.227  0.00
C: -4.018 -0.953 -1.294  0.00
C: -3.500 -1.319 0.096  0.00
C: -3.945 -2.747 0.427  0.00
C: -4.051 -0.362 1.151  0.00
O: -2.073 -1.251 0.078  -0.02
Ge: -0.757 -2.398 0.407  0.00
O: 0.208 -0.371 1.884  0.03
C: 0.234 -0.868 3.249  0.01
C: 0.258 0.262 4.280  0.00
C: 1.473 -1.745 3.438  0.00
C: -1.021 -1.709 3.527  0.01
O: 0.025 -2.332 -1.284  0.00
C: 0.385 -3.474 -2.059  0.00
C: 0.641 -3.004 -3.493  0.00
C: 1.653 -4.127 -1.502  0.00
C: -0.761 -4.490 -2.060  0.00
H: -5.106 -1.007 -1.308  0.00
H: -3.719 0.057 -1.563  0.00
H: -3.616 -1.642 -2.037  0.00
H: -5.031 -2.808 0.472  0.00
H: -3.583 -3.441 -0.335  0.00
H: -3.537 -3.046 1.395  0.00
H: -5.135 -0.288 1.066  0.00
H: -3.809 -0.724 2.151  0.00
H: -3.631 0.635 1.035  0.00
H: 1.192 0.816 4.247  0.00
H: -0.582 0.939 4.136  0.00
H: 0.176 -0.174 5.273  0.00
H: 2.382 -1.144 3.468  0.00
H: 1.390 -2.279 4.383  0.00
H: 1.545 -2.477 2.632  0.00
H: -1.900 -1.222 3.104  0.00
H: -0.928 -2.707 3.102  0.00
H: -1.159 -1.809 4.601  0.00
H: 1.532 -2.377 -3.544  0.00
H: 0.791 -3.869 -4.139  0.00
H: -0.217 -2.438 -3.859  0.00
H: 2.498 -3.442 -1.586  0.00
H: 1.512 -4.387 -0.451  0.00
H: 1.885 -5.035 -2.058  0.00
H: -1.683 -4.010 -2.390  0.00
H: -0.541 -5.322 -2.729  0.00
H: -0.909 -4.887 -1.051  0.00
S: 2.460 1.795 1.981  -0.07
C: 1.362 2.916 2.709  0.03
S: -0.223 2.798 2.027  -0.04
C: 1.702 3.730 3.747  -0.01
C: 3.012 3.671 4.299  0.00
N: 4.064 3.589 4.756  -0.01
C: 0.747 4.598 4.343  0.00
N: -0.040 5.289 4.815  -0.01

Summary:
Charge: +1
Gap between HOMO and LUMO (alpha / beta) in eV: 5.50 / 5.38
2S+1: 2
HOMO level (alpha / beta) in Ha: -0.415 / -0.410

***

No. 2
The following is a quantum chemistry calculation of the molecule C9H16O7S at a distorted geometry, from the OMol25 dataset.

Each line ends with the natural charge from an NBO analysis.
CARTESIAN COORDINATES (ANGSTROEM)
C: 2.824 1.391 0.623  -0.29
O: 2.924 0.282 -0.361  -0.57
C: 2.442 -0.989 0.256  -0.09
C: 0.814 -1.182 0.130  0.01
O: 0.499 -2.226 1.123  -0.53
C: 0.204 -3.397 0.235  0.97
O: 0.611 -4.644 0.488  -0.53
O: -0.532 -2.813 -0.910  -0.53
C: 0.157 -1.564 -1.322  0.08
C: -0.661 -0.439 -2.188  -0.44
C: -0.444 1.112 -1.696  -0.43
C: -1.701 1.756 -0.863  -0.43
C: -2.327 0.797 0.308  -0.65
S: -1.908 1.314 2.065  2.11
O: -2.821 2.419 2.649  -0.85
O: -0.443 1.774 2.275  -0.90
O: -2.090 -0.120 3.031  -0.82
H: 1.683 1.619 0.760  0.19
H: 3.252 1.127 1.682  0.19
H: 3.306 2.383 0.180  0.21
H: 2.791 -0.988 1.394  0.21
H: 2.992 -1.868 -0.336  0.21
H: 0.368 -0.209 0.623  0.21
H: 1.022 -1.984 -2.006  0.20
H: -0.491 -0.599 -3.359  0.25
H: -1.820 -0.675 -2.024  0.22
H: -0.345 1.761 -2.694  0.24
H: 0.555 1.305 -1.103  0.24
H: -2.531 2.173 -1.613  0.24
H: -1.277 2.729 -0.315  0.26
H: -3.514 0.869 0.196  0.29
H: -2.068 -0.341 0.217  0.26
H: -1.468 -0.776 2.555  0.50

Summary:
Structure (SMILES): COC[C@@H]1OC(=O)O[C@H]1CCCCS(=O)(=O)O
Gap between HOMO and LUMO in eV: 10.44
HOMO level in Ha: -0.377

***

No. 3
The following is a quantum chemistry calculation of a structure of composition C42H41MgNO4P2 at a distorted geometry, from the OMol25 dataset.

Each line ends with the Löwdin charge.
CARTESIAN COORDINATES (ANGSTROEM)
Mg: 0.014 -3.544 4.517  0.98
C: 2.259 0.603 5.185  -0.12
C: 1.574 1.166 4.185  -0.11
C: 2.162 1.771 2.947  -0.20
C: 2.326 0.823 1.733  -0.19
C: 3.007 -0.484 1.991  -0.12
C: 3.870 -0.756 2.974  -0.11
C: 4.507 0.227 3.913  -0.19
C: 3.740 0.440 5.246  -0.19
C: 0.733 -3.882 2.702  -0.23
H: 1.729 0.255 6.076  0.10
H: 0.478 1.184 4.234  0.10
H: 3.116 2.270 3.152  0.10
H: 1.450 2.550 2.631  0.10
H: 1.332 0.616 1.307  0.09
H: 2.864 1.359 0.932  0.12
H: 2.705 -1.296 1.318  0.10
H: 4.211 -1.787 3.107  0.10
H: 4.696 1.204 3.446  0.10
H: 5.498 -0.182 4.182  0.11
H: 3.982 -0.395 5.919  0.09
H: 4.146 1.342 5.732  0.12
H: 0.975 -4.941 2.588  -0.04
H: 1.642 -3.265 2.827  -0.04
H: 0.087 -3.465 1.924  -0.04
P: -3.863 1.827 -3.409  1.00
P: -1.834 -0.128 -5.271  1.00
C: -2.508 2.465 -4.440  -0.33
C: -1.670 1.665 -5.155  -0.36
C: -5.156 3.118 -3.705  -0.40
C: -4.867 4.439 -4.086  -0.10
C: -5.903 5.368 -4.253  -0.08
C: -7.232 4.986 -4.035  -0.09
C: -7.530 3.664 -3.673  -0.09
C: -6.503 2.729 -3.526  -0.11
C: -3.246 2.240 -1.726  -0.37
C: -2.155 1.487 -1.250  -0.10
C: -1.600 1.781 -0.005  -0.09
C: -2.111 2.830 0.770  -0.09
C: -3.200 3.569 0.296  -0.09
C: -3.782 3.265 -0.938  -0.09
C: -1.793 -0.242 -7.150  -0.35
C: -2.917 0.264 -7.839  -0.11
C: -2.910 0.327 -9.234  -0.09
C: -1.787 -0.113 -9.950  -0.10
C: -0.679 -0.632 -9.270  -0.09
C: -0.688 -0.717 -7.873  -0.09
C: -0.136 -0.670 -4.856  -0.42
C: 0.020 -2.023 -4.487  -0.11
C: 1.292 -2.527 -4.227  -0.09
C: 2.418 -1.698 -4.307  -0.09
C: 2.253 -0.351 -4.646  -0.08
C: 0.980 0.172 -4.900  -0.10
H: -2.351 3.553 -4.433  0.06
H: -0.888 2.113 -5.786  0.07
H: -3.840 4.765 -4.253  0.09
H: -5.661 6.394 -4.547  0.10
H: -8.034 5.721 -4.142  0.10
H: -8.568 3.366 -3.501  0.10
H: -6.736 1.694 -3.266  0.10
H: -1.744 0.687 -1.870  0.10
H: -0.762 1.190 0.366  0.08
H: -1.652 3.076 1.731  0.10
H: -3.600 4.390 0.889  0.10
H: -4.640 3.841 -1.292  0.10
H: -3.778 0.635 -7.276  0.10
H: -3.779 0.721 -9.765  0.10
H: -1.777 -0.054 -11.039  0.10
H: 0.199 -0.975 -9.821  0.10
H: 0.183 -1.125 -7.352  0.10
H: -0.859 -2.669 -4.425  0.10
H: 1.410 -3.575 -3.958  0.10
H: 3.413 -2.095 -4.095  0.10
H: 3.119 0.304 -4.711  0.10
H: 0.868 1.227 -5.145  0.09
O: 0.467 -3.429 6.393  -0.16
C: 1.730 -3.104 6.229  -0.54
O: 2.141 -2.669 5.112  -0.03
C: 2.611 -3.359 7.411  -0.10
C: 4.024 -3.233 7.393  0.01
C: 4.792 -3.664 8.478  0.02
C: 4.163 -4.264 9.592  -0.15
C: 2.771 -4.429 9.597  0.02
C: 2.015 -3.964 8.531  0.01
N: 4.862 -4.721 10.754  -0.31
O: 6.099 -4.607 10.874  0.07
O: 4.157 -5.249 11.654  0.04
H: 4.528 -2.802 6.526  0.12
H: 5.877 -3.565 8.495  0.12
H: 2.304 -4.920 10.445  0.12
H: 0.941 -4.114 8.583  0.12

Summary:
Gap between HOMO and LUMO in eV: 6.63
HOMO level in Ha: -0.291

***

No. 4
The following is a quantum chemistry calculation of a cluster of 2 separate species, CH2Cl2NO3P in total at a distorted geometry, from the OMol25 dataset.

Each line ends with the natural charge from an NBO analysis.
CARTESIAN COORDINATES (ANGSTROEM)
C: 0.489 -0.643 -0.090  -0.69
N: 1.437 1.156 -0.072  0.51
O: 0.922 1.954 -0.763  -0.23
O: 2.321 1.196 0.702  -0.25
O: -1.580 0.166 1.616  -1.03
P: -1.287 -0.393 0.285  1.70
Cl: -1.974 0.640 -1.251  -0.23
Cl: -2.158 -2.211 -0.013  -0.26
H: 0.623 -0.794 -1.157  0.22
H: 1.207 -1.070 0.743  0.26

Summary:
Gap between HOMO and LUMO (alpha / beta) in eV: 8.02 / 7.71
2S+1: 3
HOMO level (alpha / beta) in Ha: -0.302 / -0.414